Molecular formula: C3H8N2O
Method: DFT, the ωB97M-V functional and the def2-TZVPD basis

```
14
Properties=species:S:1:pos:R:3
H 0.665 -0.399 -2.352
H -1.089 -1.452 -0.189
C -1.300 -0.802 0.644
H 1.825 0.070 -0.397
H -0.864 1.923 -1.584
N -0.648 1.099 -2.150
C 0.385 0.482 -1.783
H -0.611 0.031 2.453
N 1.271 0.809 -0.792
H 0.968 1.509 -0.130
H -2.257 -0.315 0.668
O 0.832 -1.186 1.568
H 1.235 -1.157 2.440
C -0.413 -0.612 1.603
```

## Properties
SMILES string = [H]/N=C\N.C=CO
maximum force = 0.97 eV/A
Kohn-Sham gap = 9.741 eV

Löwdin population analysis, charges in e, atoms 1 to 4: H 0.11; H 0.06; C 0.00; H 0.07



Molecular formula: C2H18NO6
Method: DFT, the ωB97M-V functional and the def2-TZVPD basis

```
27
Properties=species:S:1:pos:R:3
H -2.597 -0.739 0.361
H -0.111 0.278 -3.150
H 2.088 1.951 -1.252
O -2.081 -1.311 0.910
O -2.448 0.168 -1.647
H 1.372 -1.735 1.739
N -0.114 -0.163 1.427
C 0.329 0.799 2.159
H 0.807 -0.436 -1.887
O 3.044 -0.984 0.584
O 2.494 1.096 -1.514
H -1.975 1.661 -0.853
H -2.376 -2.221 0.895
H 2.724 -0.170 0.178
O 0.027 -0.336 -2.418
H 3.010 1.558 -2.211
H -0.688 0.129 0.593
H -1.900 3.018 0.136
C 0.288 -1.576 1.684
H 0.940 0.598 3.048
H 3.798 -1.265 0.046
H -1.640 -0.332 -1.904
H 0.042 -2.267 0.902
O -1.519 2.145 -0.068
H -0.020 1.817 1.969
H -3.134 0.159 -2.315
H -0.358 -1.844 2.589
```

## Properties
net charge = +2
<S²> = 0.756
maximum force = 2.98 eV/A
Kohn-Sham gap (spin up / spin down) = 11.286 / 2.685 eV
multiplicity = 2

Löwdin population analysis, charges in e, atoms 1 to 4: H 0.04; H 0.10; H 0.07; O 0.04



Molecular formula: C9H4Cl2N3O3P
Method: DFT, the ωB97M-V functional and the def2-TZVPD basis

```
22
Properties=species:S:1:pos:R:3
N 2.289 -1.840 -1.906
C 0.144 -0.234 0.274
C -0.578 2.023 0.870
H 1.311 -1.738 -2.140
C -3.441 -1.459 -0.829
C -0.815 0.666 0.754
H 3.730 -0.008 -1.181
H 3.245 -1.634 0.354
Cl -1.804 3.089 1.437
O -3.025 0.326 1.634
C 0.700 2.466 0.511
N -1.815 -1.459 0.713
N -2.787 -2.164 -0.050
C 1.415 0.222 -0.079
H 2.637 2.010 -0.179
O -0.011 -2.662 -0.083
P 2.722 -0.895 -0.736
C -0.462 -1.616 0.250
C 1.670 1.582 0.062
C -2.062 -0.131 1.094
O -4.099 -0.708 -1.412
Cl 1.037 4.164 0.641
```

## Properties
SMILES string = N=[PH2]c1cc(Cl)c(Cl)c2c1C(=O)N(N=C=O)C2=O
maximum force = 1.86 eV/A
Kohn-Sham gap = 7.571 eV

Löwdin population analysis, charges in e, atoms 1 to 4: N -0.30; C -0.07; C -0.60; H -0.04



Molecular formula: C31H24BClN14O4SSeTi
Method: DFT, the ωB97M-V functional and the def2-TZVPD basis

```
78
Properties=species:S:1:pos:R:3
C 3.562 -4.216 -4.183
N -1.818 2.440 1.865
N -0.533 -0.076 3.113
N 2.445 1.513 -0.379
C -5.676 3.527 3.073
Cl 1.300 0.135 -6.848
H -2.264 -1.939 -0.562
C -0.450 0.155 -1.842
C 1.426 -2.688 0.274
H -0.509 -2.734 2.842
C -4.623 3.101 2.263
O 0.143 -0.398 -0.793
Ti 0.012 -0.002 1.160
C 2.698 -3.181 -3.957
C 2.914 0.456 2.872
H 1.117 -1.025 3.996
Se 3.703 1.924 -1.591
C 5.139 0.653 1.971
H 2.747 -1.720 -7.042
C 0.066 -3.010 2.037
B -2.683 1.453 2.626
O -1.430 0.912 -1.683
C -0.158 0.330 -4.455
C -1.034 4.112 0.563
H 0.671 2.702 -0.162
H -4.802 -1.355 -0.598
H -0.922 5.038 0.070
N -0.725 1.963 1.243
H 6.190 0.399 1.871
H 4.035 -3.803 -7.454
C -4.108 -0.974 0.176
N 4.949 1.506 -0.430
H -2.508 4.480 2.145
O -1.870 2.121 -4.040
C -0.251 2.944 0.424
N -3.063 0.345 1.664
C 0.714 -0.289 -5.328
C -4.273 0.043 1.116
C 0.208 -4.299 1.596
C -2.731 -1.241 0.119
H 1.957 -2.107 -0.472
H 0.154 -0.009 6.327
N -1.678 0.697 3.616
C 4.149 -4.361 -5.441
N 0.709 -2.050 1.218
C 3.027 -2.386 -6.213
N -3.834 2.281 3.123
C -5.458 3.026 4.350
N -4.406 2.200 4.367
H 4.843 -5.210 -5.591
C 0.205 -0.455 4.182
H 2.369 -3.094 -2.942
H -0.322 -5.188 1.919
H 3.876 -4.942 -3.420
N -2.089 -0.447 1.037
H 2.336 0.549 3.789
C 3.739 -3.550 -6.456
C -1.576 0.742 4.978
C -1.903 3.798 1.571
H -2.166 1.367 5.633
C -1.324 1.277 -4.931
C 4.308 0.425 3.037
H -6.428 4.213 2.790
H -5.986 3.159 5.268
H -1.654 1.861 -3.090
N 1.263 -1.106 -3.239
C 2.981 1.068 0.735
C -0.350 0.104 5.361
S 1.230 -4.360 0.288
H -5.183 0.588 1.477
N 2.260 0.386 1.691
O -1.631 1.138 -6.066
N 1.541 -1.136 -4.550
H 4.618 0.259 4.038
C 2.460 -2.170 -4.947
C 4.477 1.014 0.753
H -4.370 3.336 1.230
C 0.247 -0.219 -3.152
```

## Properties
net charge = +2
maximum force = 3.47 eV/A
Kohn-Sham gap = 4.827 eV

Löwdin population analysis, charges in e, atoms 1 to 4: C -0.08; N 0.05; N -0.09; N -0.27



Molecular formula: HO5S2
Method: DFT, the ωB97M-V functional and the def2-TZVPD basis

```
8
Properties=species:S:1:pos:R:3
S 2.671 -0.307 1.892
O 0.032 0.643 1.086
H -0.508 0.201 -0.353
O -0.680 -0.589 -0.898
S 0.573 -0.650 1.422
O 3.572 -1.456 1.847
O -0.117 -1.575 -0.067
O 1.836 -0.317 3.138
```

## Properties
net charge = -1
maximum force = 4.45 eV/A
Kohn-Sham gap = 7.821 eV

Löwdin population analysis, charges in e, atoms 1 to 4: S 0.56; O -0.54; H -0.01; O -0.19



Molecular formula: C20H31MgO2
Method: DFT, the ωB97M-V functional and the def2-TZVPD basis

```
54
Properties=species:S:1:pos:R:3
H 2.422 2.536 -0.541
H -0.379 1.839 -1.150
H -0.898 -1.574 -0.601
H -4.194 -0.024 -0.138
C 2.947 -0.809 -4.768
C -2.127 0.836 -0.188
C -1.361 1.368 -1.242
H 3.812 0.568 -1.687
C -0.663 -1.942 -7.248
H -2.016 1.961 -3.296
C -1.185 -0.600 -6.705
C -1.094 -1.968 -1.612
H -2.179 -2.045 -1.706
H 0.627 -2.436 -3.945
C -3.334 0.303 -0.726
H 3.237 -1.739 -0.405
C 1.604 -2.289 -3.385
Mg -1.851 -0.839 -3.504
H -3.318 -0.841 -7.090
H 0.417 -1.942 -7.407
H -0.605 -2.981 -1.646
H -2.779 0.794 -6.451
H 3.078 -0.546 -5.813
H -2.533 0.351 -8.129
H 0.876 -0.109 -4.643
H -0.228 0.707 -8.038
H 0.986 1.473 1.510
C 1.784 -0.118 -4.014
C 2.769 -2.322 -4.387
C -0.127 0.457 -6.972
H 1.536 -1.165 1.622
C 1.660 0.944 0.841
H 0.911 0.105 -6.894
C -2.538 -0.064 -7.107
H -4.165 0.328 -2.829
C 3.138 0.448 -0.848
H -0.295 1.382 -6.416
C -2.122 1.269 -2.452
C 2.395 1.497 -0.237
C 2.840 -0.764 -0.166
O 1.651 -0.962 -2.853
C -1.054 -2.529 -5.917
H 2.030 0.931 -3.774
C 1.942 -0.459 0.892
H -1.946 -3.174 -5.979
O -1.338 -1.153 -5.248
H -0.247 -2.998 -5.317
H -1.863 0.871 0.877
H 2.576 -2.982 -5.231
C -3.314 0.497 -2.144
H -1.120 -2.258 -8.179
H 3.828 -0.444 -4.226
H 3.698 -2.651 -3.893
H 1.684 -3.042 -2.587
```

## Properties
net charge = -1
maximum force = 5.20 eV/A
Kohn-Sham gap = 3.330 eV

Löwdin population analysis, charges in e, atoms 1 to 4: H 0.04; H 0.09; H -0.02; H 0.08